Formula: C2HF6LaNO4S2
Source: the OMol25 dataset
Level of theory: ωB97M-V/def2-TZVPD

XYZ file:
```
17
Properties=species:S:1:pos:R:3
N -1.5218 -0.3290 -0.6539
S -0.2916 -1.0271 -1.5478
O -0.6100 -0.8718 -3.0029
C -0.8265 -2.7888 -1.1930
F -2.0707 -3.0106 -1.5777
F -0.7092 -3.0493 0.0996
F -0.0170 -3.5932 -1.8722
S -1.1309 0.5371 0.5913
O 0.1031 0.0632 1.3016
O -2.2696 0.7799 1.4588
La 2.4541 -0.0501 2.2775
O 4.3449 1.1545 2.1690
H 4.5172 2.0486 2.4629
C -0.5844 2.2391 -0.0150
F 0.7195 2.2486 -0.2408
F -1.2140 2.4981 -1.1447
F -0.8930 3.1507 0.8873
```

* energy above the lowest of the compared OMol25 structures with the same formula, charge and spin: 0.00 kcal/mol
* net charge: +1
* energy: -50595.9345 eV

Formula: C4H9NO
Source: the OMol25 dataset
Level of theory: ωB97M-V/def2-TZVPD

XYZ file:
```
15
Properties=species:S:1:pos:R:3
C 2.3105 0.4909 0.7354
C 1.6232 0.2417 -0.5525
N 0.3536 -0.1656 -0.5220
C -0.4888 -0.3405 0.5019
O -1.6627 -1.0246 0.2739
C -2.6590 -0.3044 -0.4265
H 2.2992 -0.4091 1.3750
H 3.3530 0.7732 0.5694
H 1.8248 1.2916 1.3225
H -0.0683 -0.3467 -1.4277
H 2.0296 0.5080 -1.5175
H -0.1146 -0.3325 1.5157
H -3.6117 -0.8148 -0.2590
H -2.4643 -0.3004 -1.5102
H -2.7243 0.7332 -0.0782
```

* energy above the lowest of the compared OMol25 structures with the same formula, charge and spin: 85.15 kcal/mol
* net charge: 0
* energy: -7828.6275 eV

Formula: C40H32F48NO8P
Source: the OMol25 dataset
Level of theory: ωB97M-V/def2-TZVPD

XYZ file:
```
130
Properties=species:S:1:pos:R:3
N -3.2862 1.4117 0.4819
P -2.8718 0.1035 -0.2931
C -3.8572 -1.4022 0.0846
C -3.1549 -2.4967 0.4910
C -3.7537 -3.6808 0.7975
C -5.1094 -3.7552 0.7029
C -5.8380 -2.6836 0.2930
C -5.2359 -1.4800 -0.0384
C -6.1012 -0.3588 -0.5507
O -5.6919 0.7428 -0.8877
C -7.5630 -0.6444 -0.7129
C -8.1238 -1.7994 -0.3805
C -7.3347 -2.8965 0.2185
O -7.8638 -3.9267 0.6313
H -3.5161 2.1220 -0.2076
H -2.8498 0.2074 -1.6844
H -1.5648 -0.2461 0.1069
H -2.0732 -2.4378 0.5701
H -3.1818 -4.5346 1.1308
H -5.5933 -4.6877 0.9649
H -8.1888 0.1292 -1.1425
H -9.1823 -1.9840 -0.5390
F 2.6286 -0.2145 0.8182
C 3.2717 -1.0384 1.6662
F 3.1836 -2.2901 1.1500
C 2.6514 -1.0267 3.0652
F 1.3836 -1.4953 3.0164
F 3.3696 -1.9218 3.8025
C 2.6810 0.3005 3.8481
O 1.4903 1.0846 3.8606
C 1.2264 2.0078 2.8668
F 2.2789 2.1636 2.0401
F 1.0408 3.2004 3.4810
C -0.0581 1.6709 2.1092
F 0.0492 0.4638 1.5080
F -0.2725 2.5954 1.1520
H 4.3278 -0.7584 1.7069
H 2.8070 0.0128 4.8918
H 3.5547 0.8988 3.6114
H -0.9148 1.6519 2.7856
F -1.0514 0.3519 -5.5978
C -2.0142 -0.0954 -4.7722
F -2.4450 0.9640 -4.0455
C -1.4951 -1.1778 -3.8217
F -0.5430 -0.6760 -3.0074
F -2.5525 -1.5203 -3.0229
C -0.9896 -2.4919 -4.4490
O 0.4157 -2.6605 -4.5952
C 1.0830 -2.2169 -5.7204
F 0.2136 -1.7843 -6.6695
F 1.7148 -3.2886 -6.2333
C 2.1336 -1.1587 -5.3836
F 1.5648 -0.0767 -4.8206
F 2.7479 -0.7631 -6.5228
H -2.8535 -0.4679 -5.3661
H -1.2646 -3.2660 -3.7330
H -1.5264 -2.7422 -5.3646
H 2.8770 -1.5661 -4.6955
F -15.1905 -3.8026 -0.7159
C -15.2462 -4.4108 -1.9153
F -16.0013 -5.5248 -1.7666
C -13.8573 -4.8100 -2.4198
F -13.3011 -5.7189 -1.5912
F -14.0570 -5.4371 -3.6144
C -12.8444 -3.6805 -2.6927
O -11.8546 -3.4209 -1.7026
C -12.0902 -2.5478 -0.6592
F -13.2507 -1.8895 -0.8215
F -11.1064 -1.6105 -0.7095
C -11.9935 -3.2429 0.7010
F -12.9130 -4.2197 0.8051
F -12.2274 -2.3410 1.6820
H -15.7458 -3.7509 -2.6301
H -12.2642 -4.0283 -3.5467
H -13.3323 -2.7655 -3.0284
H -10.9987 -3.6753 0.8389
F 6.2860 3.7058 6.5628
C 5.3205 3.1463 5.8127
F 5.1641 1.8695 6.2417
C 5.6871 3.1288 4.3269
F 6.7779 2.3640 4.1148
F 4.6447 2.5087 3.6929
C 5.8710 4.4880 3.6222
O 7.2003 4.9553 3.4239
C 7.8485 5.7039 4.3875
F 7.0217 6.0470 5.3927
F 8.2371 6.8546 3.7965
C 9.1062 4.9964 4.8942
F 8.8029 3.8150 5.4592
F 9.7126 5.7620 5.8382
H 4.3806 3.6810 5.9764
H 5.5025 4.3287 2.6090
H 5.2273 5.2591 4.0449
H 9.8079 4.8245 4.0757
F 0.3113 -2.8967 -12.7952
C -0.8891 -2.5615 -13.3014
F -0.6722 -1.6577 -14.2865
C -1.8047 -1.9398 -12.2438
F -1.2802 -0.7811 -11.7919
F -2.9632 -1.6211 -12.8902
C -2.2113 -2.8184 -11.0442
O -1.5141 -2.6354 -9.8170
C -0.3483 -3.3283 -9.5408
F -0.0999 -4.2665 -10.4729
F -0.5572 -3.9890 -8.3763
C 0.8357 -2.3809 -9.3379
F 1.0758 -1.6565 -10.4527
F 1.9565 -3.0934 -9.0743
H -1.3521 -3.4474 -13.7451
H -3.2288 -2.5089 -10.8072
H -2.2853 -3.8716 -11.3151
H 0.6501 -1.6962 -8.5145
F 9.8587 5.3609 10.6539
C 9.5912 4.6059 9.5714
F 8.6155 3.7337 9.9219
C 10.8189 3.8227 9.1005
F 11.2140 2.9453 10.0491
F 10.4052 3.0883 8.0312
C 12.0369 4.6347 8.6168
O 13.1247 4.8079 9.5189
C 13.1602 5.8632 10.4110
F 12.1638 6.7391 10.1868
F 14.3165 6.5273 10.1845
C 13.1850 5.3756 11.8612
F 12.0804 4.6626 12.1502
F 13.2229 6.4409 12.6948
H 9.2084 5.2457 8.7713
H 12.4662 4.0369 7.8134
H 11.7422 5.5752 8.1512
H 14.0634 4.7514 12.0380
```

* net charge: 0
* energy: -199595.5232 eV
* SMILES: N=[PH2]c1cccc2c1C(=O)C=CC2=O.FC(F)C(F)(F)COC(F)(F)C(F)F.FC(F)C(F)(F)COC(F)(F)C(F)F.FC(F)C(F)(F)COC(F)(F)C(F)F.FC(F)C(F)(F)COC(F)(F)C(F)F.FC(F)C(F)(F)COC(F)(F)C(F)F.FC(F)C(F)(F)COC(F)(F)C(F)F

Formula: C15H24BrClO
Source: the OMol25 dataset
Level of theory: ωB97M-V/def2-TZVPD

XYZ file:
```
42
Properties=species:S:1:pos:R:3
C -1.1332 0.2458 -5.2565
C -1.0902 1.1695 -4.0122
C -1.1986 2.6922 -4.1204
C -0.9264 0.5522 -2.8288
C -0.8555 1.0287 -1.3350
O -1.2900 2.3576 -1.1927
C 0.5835 0.8832 -0.8899
C 0.6440 1.0667 0.6616
C 0.9524 2.4127 1.0930
C 0.4593 0.0134 1.5051
C -0.4541 -1.1498 1.0756
C -0.1066 -2.3930 1.7998
C 0.4225 -2.3293 3.2430
C 1.0556 -3.7143 3.6643
Br -1.2056 -2.1007 4.3655
C 1.4816 -1.1951 3.4418
Cl 3.0227 -1.4488 2.6194
C 0.7297 0.0856 2.9561
H -2.1395 0.2661 -5.7773
H -1.1065 -0.7927 -4.9304
H -0.3989 0.3706 -5.9909
H -2.2275 3.1094 -4.3037
H -0.4828 2.8903 -4.9617
H -0.6766 3.2212 -3.3024
H -1.0899 -0.5532 -2.8694
H -1.5214 0.5013 -0.6498
H -0.7532 2.9997 -1.6340
H 1.1222 -0.0666 -1.1096
H 1.0415 1.6647 -1.5717
H 0.6275 3.0174 0.2381
H 2.1060 2.6412 1.2900
H 0.3139 2.5151 1.9721
H -0.3840 -1.3651 -0.0212
H -1.4987 -0.8986 1.3368
H -1.0319 -2.9475 1.7958
H 0.6616 -2.9333 1.1597
H 1.9389 -3.8705 3.0024
H 1.3756 -3.5341 4.7228
H 0.3647 -4.5106 3.5598
H 1.6113 -1.2163 4.5141
H -0.1706 0.2660 3.6016
H 1.2273 1.0490 3.1395
```

* energy above the lowest of the compared OMol25 structures with the same formula, charge and spin: 0.00 kcal/mol
* net charge: 0
* energy: -100554.2148 eV
* SMILES: CC(C)=C[C@H](O)C/C(C)=C1\CC[C@](C)(Br)[C@@H](Cl)C1